--- one ---
Here is H13O6 as an isolated structure from the OMol25 dataset. Energies are from ωB97M-V with the def2-TZVPD basis set.

Calculated values
2S+1: 1
Net charge: +1
Gap between HOMO and LUMO (eV): 12.27
HOMO (eV): -15.13

Element x y z (Å)
O1 2.695 -4.420 -0.774
H1 3.115 -5.273 -0.641
H2 2.610 -4.339 -1.731
O2 0.743 -2.887 0.730
H3 0.993 -3.397 1.510
H4 1.350 -3.202 0.041
O3 -0.781 -1.016 1.097
H5 -0.320 -1.946 0.965
H6 -1.007 -0.492 1.866
O4 0.178 3.306 0.223
H7 -0.601 3.653 -0.236
H8 0.590 4.050 0.670
O5 -2.574 4.140 -0.607
H9 -2.654 3.778 -1.498
H10 -3.173 4.896 -0.645
O6 -0.069 0.743 -0.404
H11 0.136 1.590 0.082
H12 -0.795 1.070 -0.958
H13 -0.436 -0.256 0.309

--- two ---
Here is a 6-piece molecular cluster, H13O6 overall from the OMol25 dataset. Energies are from ωB97M-V with the def2-TZVPD basis set.

Calculated values
2S+1: 1
Net charge: +1
Gap between HOMO and LUMO (eV): 10.34
HOMO (eV): -13.96

Element x y z (Å)
O1 -0.037 0.932 0.616
H1 0.702 0.873 0.058
H2 0.458 1.216 1.297
H3 -0.562 -0.018 0.664
O2 0.109 -1.596 -2.093
H4 0.011 -0.718 -2.384
H5 0.344 -2.179 -2.911
O3 -3.730 -1.595 -0.505
H6 -3.008 -1.268 -0.104
H7 -3.834 -2.514 -0.277
O4 1.472 2.609 2.424
H8 2.352 2.259 2.786
H9 0.930 2.232 3.038
O5 2.155 1.631 -0.890
H10 2.947 2.113 -0.907
H11 2.192 1.289 -1.719
O6 -1.092 -1.468 0.385
H12 -0.717 -2.279 1.044
H13 -0.701 -1.518 -0.516

It is one that is the most stable of them.

--- one ---
Here is one molecule with the formula C4H7FO from the OMol25 dataset. Energies are from ωB97M-V with the def2-TZVPD basis set.

Calculated values
2S+1: 1
SMILES: C=C[C@@](C)(O)F
Gap between HOMO and LUMO (eV): 11.16
HOMO (eV): -10.29

Element x y z (Å)
C1 -1.778 -0.562 -0.418
C2 -0.670 -0.887 0.235
C3 0.596 -0.226 -0.119
C4 0.628 1.226 0.318
O1 1.694 -1.022 0.271
F1 0.684 -0.123 -1.559
H1 -2.773 -1.034 -0.378
H2 -1.810 0.106 -1.231
H3 -0.743 -1.691 0.933
H4 1.588 1.671 0.187
H5 -0.171 1.669 -0.026
H6 0.238 1.326 1.310
H7 2.514 -0.453 0.477

--- two ---
Here is one molecule with the formula C4H7FO from the OMol25 dataset. Energies are from ωB97M-V with the def2-TZVPD basis set.

Calculated values
2S+1: 1
SMILES: C[C@]1(CF)CO1
Gap between HOMO and LUMO (eV): 11.43
HOMO (eV): -10.47

Element x y z (Å)
C1 -0.786 1.539 -0.253
C2 -0.327 0.159 0.049
C3 1.104 0.059 0.619
F1 2.049 -0.232 -0.404
C4 -0.915 -1.037 -0.624
O1 -1.339 -0.702 0.691
H1 -0.008 2.167 -0.772
H2 -0.922 2.041 0.687
H3 -1.745 1.623 -0.787
H4 1.356 1.095 0.915
H5 1.142 -0.657 1.429
H6 -1.678 -0.949 -1.412
H7 -0.326 -1.936 -0.704

--- three ---
Here is one molecule with the formula C4H7FO from the OMol25 dataset. Energies are from ωB97M-V with the def2-TZVPD basis set.

Calculated values
2S+1: 1
Gap between HOMO and LUMO (alpha / beta) (eV): 9.15 / 7.41
HOMO (alpha / beta) (eV): -8.40 / -7.33

Element x y z (Å)
C1 -0.668 -0.895 0.141
C2 0.831 -0.535 -0.392
C3 -1.160 0.207 1.044
C4 0.983 0.648 -1.349
O1 -0.657 0.330 2.294
F1 -0.263 0.999 -1.845
H1 -1.214 -1.169 -0.798
H2 -0.490 -1.823 0.537
H3 1.553 -0.560 0.397
H4 -1.454 1.260 0.570
H5 1.656 0.509 -2.364
H6 1.487 1.552 -0.793
H7 -0.605 -0.523 2.558

It is one that is the most stable of them.

--- one ---
Here is a 4-piece molecular cluster, C7H9N3O2 overall from the OMol25 dataset. Energies are from ωB97M-V with the def2-TZVPD basis set.

Calculated values
2S+1: 1
Gap between HOMO and LUMO (eV): 6.69
HOMO (eV): -8.32

Element x y z (Å)
C1 4.074 0.008 -0.150
C2 1.850 -0.146 0.048
C3 -0.754 -0.175 -0.059
C4 -1.037 -1.392 -0.194
C5 -2.405 -1.708 0.094
C6 -3.018 0.562 -0.217
C7 -1.631 0.981 -0.186
H1 4.006 -1.119 0.473
H2 4.954 0.582 0.596
H3 4.221 -0.261 -1.364
H4 0.376 1.478 1.106
H5 -0.124 -2.081 0.036
H6 -3.007 -2.720 0.480
H7 -3.803 1.184 0.088
H8 0.238 2.531 -0.480
H9 -1.909 3.175 1.101
N1 0.518 0.372 0.086
N2 -3.377 -0.710 0.154
N3 -1.215 2.282 -0.147
O1 2.891 0.703 0.182
O2 2.245 -1.348 -0.020

--- two ---
Here is a 2-piece molecular cluster, C7H9N3O2 overall from the OMol25 dataset. Energies are from ωB97M-V with the def2-TZVPD basis set.

Calculated values
2S+1: 1
Gap between HOMO and LUMO (alpha / beta) (eV): 6.97 / 7.63
HOMO (alpha / beta) (eV): -7.82 / -7.69

Element x y z (Å)
C1 2.812 0.294 0.418
C2 2.262 -0.939 0.325
C3 2.070 1.400 0.056
C4 0.101 -0.031 -0.277
C5 0.967 -1.111 -0.067
C6 0.763 1.292 -0.224
C7 -3.742 -0.006 -0.229
N1 0.545 -2.386 -0.166
N2 0.005 2.341 -0.622
N3 -2.674 -0.165 0.445
O1 -2.323 -0.131 1.605
O2 -1.155 -0.187 -0.730
H1 3.852 0.175 0.720
H2 2.938 -1.861 0.488
H3 2.647 2.371 0.034
H4 -4.734 0.057 0.217
H5 -3.614 0.082 -1.357
H6 1.253 -3.012 -0.010
H7 -0.199 -2.597 -0.823
H8 0.405 3.221 -0.500
H9 -1.000 2.223 -0.311

It is two that is the most stable of them.

--- one ---
Here is a 2-piece molecular cluster, C5H11NO3 overall from the OMol25 dataset. Energies are from ωB97M-V with the def2-TZVPD basis set.

Calculated values
2S+1: 1
Gap between HOMO and LUMO (alpha / beta) (eV): 8.04 / 8.04
HOMO (alpha / beta) (eV): -7.99 / -7.99

Element x y z (Å)
C1 0.057 -0.509 1.928
C2 -1.517 1.738 0.892
C3 0.295 -2.217 -1.062
C4 1.400 0.765 -1.092
N1 -0.282 -1.281 -0.127
C5 -0.071 0.675 -0.759
O1 0.580 -1.247 1.029
O2 -0.218 1.188 0.646
O3 -0.970 0.876 -1.544
H1 -1.017 -0.519 2.063
H2 0.728 -0.163 2.702
H3 -1.512 2.103 1.918
H4 -1.704 2.559 0.203
H5 -2.291 0.981 0.748
H6 1.381 -2.114 -1.172
H7 0.054 -3.254 -0.803
H8 -0.181 -1.989 -2.019
H9 1.582 0.255 -2.037
H10 2.025 0.333 -0.311
H11 1.660 1.820 -1.200

--- two ---
Here is C5H11NO3 as an isolated structure from the OMol25 dataset. Energies are from ωB97M-V with the def2-TZVPD basis set.

Calculated values
2S+1: 1
Gap between HOMO and LUMO (eV): 9.61
HOMO (eV): -8.77

Element x y z (Å)
C1 -0.919 -0.190 0.726
C2 0.959 -1.281 1.755
C3 -1.988 -0.165 -0.321
C4 0.848 0.043 -1.828
N1 0.309 -0.742 0.556
C5 1.268 -0.078 -0.381
O1 -0.129 1.490 0.503
O2 -0.445 2.499 -0.457
O3 2.424 -0.025 -0.036
H1 0.092 3.245 -0.151
H2 -1.290 -0.310 1.743
H3 1.286 -0.475 2.414
H4 0.255 -1.928 2.278
H5 1.849 -1.824 1.445
H6 -1.613 0.123 -1.294
H7 -2.451 -1.155 -0.383
H8 -2.747 0.554 -0.016
H9 1.753 -0.048 -2.426
H10 0.158 -0.747 -2.112
H11 0.381 1.011 -2.015

--- three ---
Here is a 2-piece molecular cluster, C5H11NO3 overall from the OMol25 dataset. Energies are from ωB97M-V with the def2-TZVPD basis set.

Calculated values
2S+1: 1
SMILES: CNC(C)=O.COC=O
Gap between HOMO and LUMO (eV): 10.14
HOMO (eV): -9.52

Element x y z (Å)
C1 -2.319 1.123 -0.550
N1 -1.536 0.195 0.243
C2 -2.025 -1.034 0.568
C3 -1.099 -1.896 1.399
O1 -3.139 -1.399 0.203
H1 -1.740 2.050 -0.695
H2 -3.266 1.375 -0.042
H3 -2.554 0.696 -1.540
H4 -0.603 0.462 0.566
H5 -0.866 -1.412 2.362
H6 -1.594 -2.861 1.601
H7 -0.154 -2.091 0.865
C4 2.245 0.310 -1.525
O2 3.421 0.589 -0.757
C5 3.177 0.965 0.509
O3 2.085 1.077 1.013
H8 2.577 0.016 -2.535
H9 1.592 1.195 -1.614
H10 1.658 -0.517 -1.092
H11 4.140 1.158 1.021

It is three that is the most stable of them.

--- one ---
Here is C5H11NO3 as an isolated structure from the OMol25 dataset. Energies are from ωB97M-V with the def2-TZVPD basis set.

Calculated values
2S+1: 1
Gap between HOMO and LUMO (eV): 8.99
HOMO (eV): -8.52

Element x y z (Å)
C1 -0.088 0.844 0.302
C2 2.010 -0.566 0.462
C3 1.335 0.644 -0.127
C4 1.905 1.414 -1.051
O1 -0.684 1.979 -0.250
H1 -1.644 1.880 -0.173
H2 -0.453 -0.243 -0.400
H3 -0.144 0.855 1.397
H4 3.055 -0.617 0.164
H5 1.932 -0.563 1.552
H6 1.525 -1.484 0.118
H7 2.879 1.170 -1.457
H8 1.376 2.248 -1.488
C5 -1.936 -0.544 0.207
N1 -1.756 -1.497 1.162
O2 -1.203 -1.143 -1.190
O3 -2.819 0.261 0.101
H9 -1.580 -0.645 -1.929
H10 -2.597 -1.753 1.660
H11 -1.115 -2.242 0.938

--- two ---
Here is one molecule with the formula C5H11NO3 from the OMol25 dataset. Energies are from ωB97M-V with the def2-TZVPD basis set.

Calculated values
2S+1: 1
SMILES: CCCOCNC(=O)O
Gap between HOMO and LUMO (eV): 10.86
HOMO (eV): -10.18

Element x y z (Å)
C1 -1.627 -0.308 -1.853
C2 -0.100 -0.077 -1.975
C3 0.674 -0.700 -0.810
O1 1.314 0.235 0.034
C4 0.465 1.166 0.620
N1 0.755 1.257 2.073
C5 0.851 -0.029 2.677
O2 1.682 -0.305 3.524
O3 -0.112 -0.920 2.281
H1 -1.931 -1.155 -2.452
H2 -1.904 -0.535 -0.834
H3 -2.190 0.568 -2.135
H4 0.051 0.991 -1.992
H5 0.214 -0.523 -2.902
H6 1.476 -1.296 -1.221
H7 0.044 -1.384 -0.258
H8 0.674 2.149 0.221
H9 -0.585 0.943 0.457
H10 -0.086 1.665 2.472
H11 0.334 -1.741 2.073

It is two that is the most stable of them.